1.
{"formula": "C31H70IN2O12S8", "method": "ωB97M-V/def2-TZVPD", "elements": ["C", "C", "O", "O", "C", "C", "C", "C", "C", "C", "C", "C", "N", "I", "C", "C", "C", "N", "C", "C", "O", "O", "H", "H", "H", "H", "H", "H", "H", "H", "H", "H", "H", "H", "H", "H", "H", "H", "H", "H", "H", "H", "H", "H", "C", "S", "O", "C", "H", "H", "H", "H", "H", "H", "C", "S", "O", "C", "H", "H", "H", "H", "H", "H", "C", "S", "O", "C", "H", "H", "H", "H", "H", "H", "C", "S", "O", "C", "H", "H", "H", "H", "H", "H", "C", "S", "O", "C", "H", "H", "H", "H", "H", "H", "C", "S", "O", "C", "H", "H", "H", "H", "H", "H", "C", "S", "O", "C", "H", "H", "H", "H", "H", "H", "C", "S", "O", "C", "H", "H", "H", "H", "H", "H"], "coordinates": [[3.955, -1.518, -1.409], [4.430, -0.090, -1.311], [4.748, 0.389, -0.255], [4.552, 0.635, -2.451], [3.312, 0.935, -3.127], [2.751, 2.231, -2.556], [1.253, 2.385, -2.784], [0.768, 3.764, -2.322], [-0.732, 3.952, -2.559], [-1.582, 3.427, -1.391], [-1.731, 1.926, -1.392], [-1.203, 1.243, -0.321], [-1.228, -0.094, -0.261], [-0.384, -1.042, 1.358], [-1.775, -0.811, -1.243], [-2.321, -0.208, -2.356], [-2.895, -1.130, -3.405], [-2.067, -2.353, -3.498], [-2.323, 1.188, -2.428], [-2.945, 1.874, -3.613], [-2.816, 1.517, -4.749], [-3.692, 2.936, -3.260], [4.763, -2.126, -1.815], [3.096, -1.645, -2.063], [3.699, -1.866, -0.415], [2.591, 0.121, -3.029], [3.560, 1.026, -4.180], [2.951, 2.269, -1.484], [3.238, 3.061, -3.066], [1.049, 2.285, -3.855], [0.700, 1.584, -2.282], [1.036, 3.940, -1.278], [1.275, 4.489, -2.953], [-0.971, 3.460, -3.503], [-0.976, 5.001, -2.711], [-1.092, 3.711, -0.460], [-2.576, 3.867, -1.367], [-0.715, 1.775, 0.480], [-1.763, -1.887, -1.151], [-2.911, -0.615, -4.357], [-3.919, -1.406, -3.153], [-2.153, -2.739, -4.431], [-1.087, -2.099, -3.418], [-4.311, 3.092, -3.993], [-3.944, -5.122, 3.071], [-2.913, -3.667, 2.882], [-1.508, -4.128, 2.650], [-3.021, -3.139, 4.588], [-3.976, -5.639, 2.113], [-3.514, -5.769, 3.834], [-4.948, -4.813, 3.360], [-2.657, -3.934, 5.238], [-4.058, -2.911, 4.831], [-2.410, -2.246, 4.713], [-4.503, -7.618, 6.310], [-4.145, -6.417, 7.592], [-4.292, -5.068, 6.966], [-2.384, -6.732, 7.664], [-5.561, -7.561, 6.065], [-3.905, -7.395, 5.426], [-4.275, -8.619, 6.676], [-1.945, -6.566, 6.680], [-2.208, -7.760, 7.979], [-1.944, -6.048, 8.387], [5.759, 3.429, -0.988], [5.881, 4.878, 0.050], [5.875, 6.067, -0.857], [7.588, 4.620, 0.557], [4.769, 3.436, -1.434], [6.520, 3.475, -1.767], [5.877, 2.526, -0.393], [8.233, 4.587, -0.321], [7.656, 3.688, 1.118], [7.876, 5.453, 1.194], [0.968, 5.880, 2.379], [2.062, 5.842, 0.951], [2.819, 4.565, 1.019], [3.180, 7.125, 1.520], [0.214, 5.107, 2.242], [1.543, 5.678, 3.283], [0.486, 6.855, 2.441], [3.604, 6.835, 2.481], [2.637, 8.067, 1.606], [3.972, 7.220, 0.777], [-1.380, -8.296, 3.107], [0.144, -8.441, 4.049], [-0.166, -8.010, 5.438], [0.977, -7.062, 3.253], [-2.075, -9.046, 3.481], [-1.797, -7.298, 3.245], [-1.174, -8.482, 2.053], [0.385, -6.155, 3.380], [1.114, -7.286, 2.195], [1.948, -6.943, 3.730], [6.812, 3.294, -4.858], [5.179, 2.849, -5.451], [5.223, 1.410, -5.826], [5.262, 3.795, -6.976], [6.977, 2.762, -3.924], [7.557, 2.992, -5.593], [6.855, 4.369, -4.681], [6.115, 3.459, -7.565], [5.352, 4.854, -6.739], [4.340, 3.619, -7.528], [-0.499, 8.593, -4.611], [0.803, 7.453, -5.088], [0.650, 6.242, -4.229], [2.159, 8.403, -4.396], [-1.450, 8.160, -4.915], [-0.482, 8.732, -3.530], [-0.351, 9.544, -5.123], [1.991, 8.554, -3.330], [2.229, 9.360, -4.913], [3.075, 7.837, -4.548], [-9.169, -7.815, 5.991], [-8.626, -9.000, 4.754], [-7.147, -9.110, 4.882], [-8.948, -7.949, 3.332], [-9.008, -8.262, 6.970], [-8.584, -6.899, 5.901], [-10.230, -7.609, 5.853], [-8.379, -7.024, 3.427], [-10.016, -7.739, 3.272], [-8.632, -8.489, 2.442]], "fmax_ev_per_a": 0.80, "e_above_lowest_kj_mol": 26.8, "gap_ev": 5.9, "charge": 1, "homo_energy_ev": -9.94}

2.
{"formula": "C28H43BrClF5N2O4P2S3", "method": "ωB97M-V/def2-TZVPD", "elements": ["C", "C", "O", "O", "C", "C", "C", "C", "C", "C", "C", "C", "C", "C", "C", "C", "F", "F", "C", "F", "F", "F", "C", "S", "C", "P", "O", "Cl", "N", "P", "C", "C", "C", "C", "C", "C", "S", "C", "S", "N", "C", "C", "O", "C", "C", "H", "H", "H", "H", "H", "H", "H", "H", "H", "H", "H", "H", "H", "H", "H", "H", "H", "H", "H", "H", "H", "H", "H", "H", "H", "H", "H", "H", "H", "H", "H", "H", "H", "H", "H", "H", "H", "H", "H", "H", "H", "H", "H", "Br"], "coordinates": [[4.156, 2.492, 4.366], [5.566, 2.680, 3.589], [5.953, 3.860, 3.416], [6.283, 1.519, 3.168], [6.642, 1.592, 1.756], [5.448, 0.944, 0.881], [4.561, 2.098, 0.150], [3.228, 2.464, 1.003], [1.924, 2.694, 0.084], [0.686, 1.704, 0.476], [-0.089, 1.231, -0.829], [-1.450, 1.843, -1.324], [-2.115, 2.979, -0.432], [-2.655, 4.260, -1.239], [-4.275, 4.267, -1.066], [-4.764, 4.910, 0.304], [-3.972, 4.586, 1.436], [-4.836, 6.345, 0.257], [-6.264, 4.390, 0.658], [-6.269, 2.972, 0.842], [-7.205, 4.801, -0.315], [-6.624, 4.922, 1.938], [-2.035, 1.235, -2.644], [-3.644, 1.826, -3.331], [-1.292, 0.102, -3.407], [-2.108, -0.556, -5.008], [-2.375, -2.269, -4.832], [-0.775, -0.244, -6.635], [-0.016, -0.454, -2.898], [0.667, -1.783, -3.874], [2.328, -1.311, -4.644], [0.846, -3.300, -2.754], [0.556, 0.067, -1.677], [1.909, -0.575, -1.122], [1.628, -1.670, 0.038], [0.093, -1.782, 0.485], [-0.196, -3.125, 1.776], [-2.041, -3.223, 1.872], [-2.872, -1.798, 2.245], [-2.849, -4.429, 1.640], [-2.130, -5.480, 0.864], [-1.309, -6.518, 1.799], [-2.177, -7.077, 2.841], [-2.465, -5.945, 3.701], [-3.461, -4.958, 2.893], [3.385, 3.227, 3.939], [3.800, 1.418, 4.161], [4.276, 2.588, 5.500], [7.585, 0.944, 1.596], [6.869, 2.651, 1.398], [4.824, 0.308, 1.604], [5.944, 0.282, 0.087], [5.259, 3.007, 0.019], [4.279, 1.646, -0.877], [3.425, 3.448, 1.577], [3.093, 1.620, 1.762], [1.605, 3.802, 0.080], [2.249, 2.476, -1.004], [1.191, 0.820, 1.026], [0.032, 2.215, 1.259], [-1.430, 3.381, 0.402], [-2.993, 2.480, 0.129], [-2.250, 5.263, -0.875], [-2.440, 4.193, -2.368], [-4.783, 4.783, -1.967], [-4.633, 3.173, -1.115], [-4.595, 0.817, -3.253], [-2.547, -2.400, -3.871], [2.232, -1.003, -5.751], [2.907, -0.504, -4.075], [2.987, -2.263, -4.657], [0.012, -3.246, -1.980], [1.899, -3.300, -2.315], [0.702, -4.287, -3.325], [2.604, 0.216, -0.652], [2.543, -1.085, -1.934], [2.216, -1.350, 0.982], [1.987, -2.722, -0.215], [-0.242, -0.802, 0.970], [-0.644, -2.001, -0.356], [-1.454, -5.046, 0.035], [-2.941, -6.116, 0.343], [-0.978, -7.406, 1.164], [-0.416, -5.946, 2.225], [-2.985, -6.268, 4.668], [-1.514, -5.338, 3.965], [-4.380, -5.569, 2.597], [-3.818, -4.140, 3.619], [-3.072, -0.253, -0.965]], "fmax_ev_per_a": 4.52, "gap_ev": 6.0, "homo_energy_ev": -7.34}

3.
{"formula": "C5H8N4", "method": "ωB97M-V/def2-TZVPD", "elements": ["H", "N", "C", "N", "N", "N", "C", "C", "C", "C", "H", "H", "H", "H", "H", "H", "H"], "coordinates": [[3.885, -0.218, -1.030], [3.371, 0.240, -0.323], [2.201, -0.190, -0.255], [1.186, 0.304, 0.587], [-0.099, -0.050, 0.387], [-0.332, -1.358, 0.376], [-1.543, -1.601, -0.053], [-2.178, -0.427, -0.452], [-1.271, 0.555, -0.095], [-1.553, 1.996, -0.068], [1.787, -1.038, -0.845], [1.424, 1.031, 1.284], [-1.991, -2.598, 0.105], [-3.069, -0.254, -1.041], [-1.897, 2.349, 0.929], [-0.651, 2.606, -0.291], [-2.307, 2.171, -0.766]], "fmax_ev_per_a": 3.61, "e_above_lowest_kj_mol": 170.1, "gap_ev": 9.9, "homo_energy_ev": -8.92}

4.
{"formula": "C12H29N4O9PSn", "method": "ωB97M-V/def2-TZVPD", "elements": ["O", "H", "Sn", "N", "N", "N", "N", "O", "O", "O", "O", "C", "C", "C", "C", "C", "H", "H", "H", "C", "H", "H", "H", "C", "C", "H", "H", "H", "H", "H", "H", "H", "H", "C", "H", "H", "H", "O", "H", "H", "C", "O", "P", "O", "C", "O", "C", "H", "H", "H", "H", "H", "H", "H", "H", "H"], "coordinates": [[-0.350, -1.073, -4.105], [-0.500, -1.184, -5.061], [-0.593, 0.223, -1.047], [1.123, -1.107, -1.264], [-1.244, -1.697, -0.168], [0.191, 2.186, -0.806], [-1.768, 1.155, 0.564], [2.330, -0.852, -1.432], [1.262, 2.691, -1.498], [-2.654, 0.556, 1.402], [-2.212, -1.947, 0.635], [-0.586, -2.715, -0.791], [0.642, -2.394, -1.412], [-0.498, 3.037, -0.040], [-1.592, 2.475, 0.702], [1.494, -3.273, -2.237], [1.453, -2.906, -3.271], [1.141, -4.305, -2.213], [2.534, -3.231, -1.887], [-1.183, -4.074, -0.737], [-2.162, -4.090, -1.235], [-1.323, -4.379, 0.305], [-0.530, -4.795, -1.237], [-0.032, 4.444, 0.068], [-2.418, 3.282, 1.641], [0.558, 4.721, -0.812], [0.594, 4.574, 0.964], [-0.894, 5.114, 0.164], [-3.045, 2.629, 2.254], [-3.062, 3.966, 1.070], [-1.771, 3.888, 2.288], [1.384, 1.998, -2.229], [-2.542, -0.440, 1.170], [-1.881, 0.135, -2.718], [-1.285, -0.579, -3.619], [-2.013, 1.140, -3.116], [-2.827, -0.328, -2.432], [0.977, 0.940, -3.407], [0.471, 0.099, -3.804], [1.012, 1.580, -4.139], [2.293, 1.854, 2.530], [1.037, 1.144, 2.529], [0.717, -0.087, 1.522], [-0.317, -0.992, 2.317], [-0.582, -1.014, 3.718], [2.084, -0.897, 1.388], [2.584, -1.926, 2.254], [2.075, 2.845, 2.946], [2.707, 1.963, 1.517], [3.010, 1.333, 3.178], [0.239, -0.587, 4.317], [-1.511, -0.469, 3.916], [-0.717, -2.065, 3.994], [3.312, -1.491, 2.944], [1.785, -2.429, 2.815], [3.079, -2.647, 1.604]], "fmax_ev_per_a": 3.65, "e_above_lowest_kj_mol": 0.0, "gap_ev": [5.0, 5.0], "homo_energy_ev": [-6.33, -6.25]}